Entry 1:
Below is a molecular structure, C3H8N2O2 at a distorted geometry, with properties calculated with wB97M-V/def2-TZVPD.

```
! RIJCOSX wB97M-V def2-TZVPD def2/J DEFGRID3
* xyz 0 1
C 1.17 0.57 1.15
C -0.14 -0.03 -0.18
C -1.05 -2.05 0.41
N 0.34 1.97 -1.40
N -0.45 0.85 -1.19
O 1.10 -0.44 0.16
O -1.22 -0.70 0.21
H 1.78 1.47 0.76
H 1.07 0.27 2.16
H -1.02 -2.27 1.42
H -0.13 -2.25 -0.13
H -1.91 -2.63 -0.10
H 1.12 1.69 -1.97
H 0.64 2.38 -0.56
H -1.31 1.16 -0.73
*
```

Output
HOMO-LUMO gap	8.285	eV

---

Entry 2:
Below is a gas-phase ion, C3H4FO3 (charge -1) at a distorted geometry, with properties calculated with wB97M-V/def2-TZVPD.

```
! RIJCOSX wB97M-V def2-TZVPD def2/J DEFGRID3
* xyz -1 1
C 0.94 -0.17 -0.29
C -0.24 0.17 0.61
O -0.94 1.30 0.21
O 1.57 -1.34 0.06
F 1.87 0.89 -0.23
H 0.65 -0.25 -1.34
H 0.15 0.31 1.64
H -0.89 -0.73 0.60
H 1.53 -1.47 1.02
C -2.22 1.20 -0.93
O -2.41 0.10 -1.36
*
```

Output
HOMO-LUMO gap	6.829	eV

---

Entry 3:
Below is a gas-phase ion, C5H11OS (charge -1) at a distorted geometry, with properties calculated with wB97M-V/def2-TZVPD.

```
! RIJCOSX wB97M-V def2-TZVPD def2/J DEFGRID3
* xyz -1 1
C 1.38 -2.06 -0.31
S 2.05 -0.64 0.74
C 1.57 1.08 -0.23
C 0.10 0.92 -0.64
C -0.80 0.54 0.58
C -2.41 0.39 0.57
O -2.91 1.05 -0.46
H 1.94 -2.09 -1.20
H 1.16 -3.05 0.31
H 0.38 -1.74 -0.70
H 2.30 1.41 -1.07
H 1.86 1.78 0.53
H 0.04 1.78 -1.36
H -0.22 0.08 -1.39
H -0.60 1.35 1.34
H -0.66 -0.53 0.87
H -2.50 0.54 1.72
H -2.68 -0.82 0.71
*
```

Output
HOMO-LUMO gap	5.639	eV
SMILES	CSCCCC[O-]

---

Entry 4:
Below is a molecular structure, C33H39NO6P2S2Se2Zn, with properties calculated with wB97M-V/def2-TZVPD.

```
! RIJCOSX wB97M-V def2-TZVPD def2/J DEFGRID3
* xyz -2 1
Zn 1.64 0.27 1.35
O 4.99 2.04 3.72
C 4.96 1.23 2.55
C 4.82 2.04 1.26
C 5.99 3.03 1.16
O 7.29 2.42 1.11
C 4.88 1.06 0.07
Se 3.24 0.17 -0.55
C 3.55 2.93 1.23
Se 2.06 2.46 2.44
H 4.06 2.29 3.85
H 4.17 0.48 2.61
H 5.91 0.68 2.52
H 5.93 3.72 2.01
H 5.90 3.60 0.23
H 7.38 1.92 1.92
H 5.61 0.29 0.30
H 5.27 1.59 -0.80
H 3.16 2.94 0.21
H 3.81 3.95 1.50
O 0.79 -2.82 1.93
S 1.33 -1.94 3.12
O 1.49 -2.84 4.23
O 0.35 -0.86 3.32
O 2.58 -1.33 2.61
C -5.69 -2.59 -1.92
S -5.11 -1.17 -2.87
C -4.69 -0.07 -1.50
C -3.49 -0.49 -0.65
C -2.17 -0.43 -1.43
N -0.96 -0.45 -0.61
P -0.31 0.99 -0.13
C -1.66 2.00 0.60
C -2.54 2.81 -0.11
C -3.61 3.44 0.52
C -3.80 3.27 1.88
C -2.92 2.48 2.61
C -1.85 1.86 1.98
C 0.11 1.98 -1.61
C 0.44 3.33 -1.48
C 0.89 4.05 -2.57
C 1.03 3.44 -3.81
C 0.72 2.09 -3.94
C 0.27 1.36 -2.84
P 0.08 -1.79 0.58
C -1.55 -2.56 0.96
C -2.27 -2.05 2.04
C -3.51 -2.56 2.37
C -4.06 -3.61 1.63
C -3.33 -4.15 0.58
C -2.08 -3.63 0.25
C 0.82 -2.83 -0.74
C 0.30 -2.90 -2.03
C 0.96 -3.60 -3.04
C 2.17 -4.21 -2.77
C 2.72 -4.12 -1.50
C 2.05 -3.44 -0.49
H -5.99 -3.37 -2.63
H -6.55 -2.33 -1.31
H -4.90 -2.99 -1.28
H -5.58 0.05 -0.88
H -4.49 0.90 -1.96
H -3.64 -1.49 -0.24
H -3.44 0.19 0.20
H -2.19 0.48 -2.05
H -2.17 -1.25 -2.16
H -2.39 2.95 -1.18
H -4.29 4.06 -0.06
H -4.63 3.76 2.38
H -3.05 2.36 3.68
H -1.16 1.25 2.55
H 0.36 3.80 -0.50
H 1.15 5.10 -2.45
H 1.39 4.00 -4.66
H 0.85 1.59 -4.89
H 0.07 0.30 -2.93
H -1.84 -1.25 2.63
H -4.06 -2.14 3.21
H -5.03 -4.01 1.89
H -3.73 -4.98 0.01
H -1.53 -4.06 -0.57
H -0.64 -2.41 -2.26
H 0.53 -3.64 -4.03
H 2.70 -4.74 -3.56
H 3.68 -4.57 -1.29
H 2.49 -3.35 0.49
*
```

Output
HOMO-LUMO gap	5.536	eV

---

Entry 5:
Below is 2 unconnected molecules or ions with the total composition C5H6F5I at a distorted geometry, with properties calculated with wB97M-V/def2-TZVPD.

```
! RIJCOSX wB97M-V def2-TZVPD def2/J DEFGRID3
* xyz 0 1
C -0.80 0.46 -1.75
C 1.79 0.76 -0.82
C 0.34 0.94 -0.83
C -0.87 -0.11 1.55
C -0.11 -1.38 1.67
F -0.08 2.20 -0.55
F -2.15 -0.14 1.09
F -0.85 0.60 2.66
F 0.10 -1.92 0.38
F 1.05 -1.25 2.29
I -1.22 -3.13 2.67
H -0.69 0.69 -2.80
H -1.81 0.82 -1.42
H -0.79 -0.56 -1.77
H 1.93 -0.19 -1.29
H 2.23 1.55 -1.32
H 1.93 0.65 0.26
*
```

Output
HOMO-LUMO gap (spin up / spin down)	6.485 / 8.921	eV

---

Entry 6:
Below is a single C7H7N3O molecule at a distorted geometry, with properties calculated with wB97M-V/def2-TZVPD.

```
! RIJCOSX wB97M-V def2-TZVPD def2/J DEFGRID3
* xyz 0 1
C 1.01 1.16 -0.56
C 0.69 -1.18 -1.71
C -0.03 0.34 0.09
C -0.20 -0.87 -0.66
C -1.52 -2.71 -1.02
C -0.43 0.67 1.37
C -0.04 2.07 1.87
N 1.76 0.80 -1.54
N 1.68 -0.34 -2.11
N -1.09 -1.89 -0.21
O -1.71 -3.23 -2.07
H 1.30 2.13 -0.32
H 0.72 -2.03 -2.23
H -1.12 -0.02 1.95
H -0.05 1.98 2.95
H -0.79 2.78 1.81
H 0.91 2.48 1.60
H -1.08 -2.14 0.80
*
```

Output
HOMO-LUMO gap (spin up / spin down)	5.731 / 3.638	eV

---

Entry 7:
Below is a single C21H25ClN4O3S molecule at a distorted geometry, with properties calculated with wB97M-V/def2-TZVPD.

```
! RIJCOSX wB97M-V def2-TZVPD def2/J DEFGRID3
* xyz 0 1
C 6.55 1.93 1.92
N 5.82 1.28 0.86
C 5.77 -0.16 1.03
C 5.18 -0.83 -0.22
C 3.83 -0.24 -0.50
N 2.71 -0.82 -0.63
N 2.57 -2.16 -0.58
C 1.39 -2.82 -0.80
O 1.40 -4.04 -0.88
C 0.15 -2.02 -0.93
C -0.86 -2.51 -1.75
C -2.04 -1.83 -1.91
C -2.26 -0.64 -1.22
N -3.46 0.06 -1.42
C -4.73 -0.58 -1.09
C -5.01 -0.42 0.39
C -5.73 0.68 0.84
C -5.93 0.90 2.19
C -5.41 0.01 3.12
C -4.70 -1.10 2.69
C -4.50 -1.30 1.33
Cl -3.59 -2.70 0.84
S -3.47 1.73 -1.31
C -2.21 2.17 -2.53
O -4.75 2.16 -1.80
O -3.06 2.22 -0.02
C -1.27 -0.15 -0.37
C -0.07 -0.83 -0.23
C 3.83 1.26 -0.56
C 4.48 1.82 0.71
H 6.60 2.99 1.72
H 7.56 1.53 1.96
H 6.08 1.78 2.91
H 6.79 -0.52 1.19
H 5.16 -0.44 1.91
H 5.15 -1.91 -0.07
H 5.83 -0.61 -1.07
H 3.38 -2.77 -0.50
H -0.69 -3.45 -2.27
H -2.81 -2.22 -2.57
H -4.67 -1.63 -1.37
H -5.50 -0.07 -1.67
H -6.11 1.38 0.11
H -6.49 1.76 2.52
H -5.56 0.17 4.17
H -4.29 -1.80 3.40
H -2.16 3.25 -2.58
H -2.54 1.76 -3.48
H -1.26 1.75 -2.23
H -1.45 0.75 0.19
H 0.68 -0.45 0.44
H 2.81 1.63 -0.67
H 4.42 1.57 -1.42
H 4.55 2.91 0.63
H 3.85 1.58 1.58
*
```

Output
HOMO-LUMO gap	9.124	eV
SMILES	CN1CCC(=NNC(=O)c2ccc(N(Cc3ccccc3Cl)S(C)(=O)=O)cc2)CC1

---

no.,calculated total energy (hartree)
1,-378.9117
2,-442.2974
3,-670.4073
4,-9848.5494
5,-990.9860
6,-510.2232
7,-2118.3259